# 1
This record from the OMol25 dataset describes a cluster of 10 separate species, C39H46F9NO31 in total. The level of theory is ωB97M-V/def2-TZVPD.

XYZ file:
```
126
Properties=species:S:1:pos:R:3
C 2.527 -1.213 3.299
C 3.162 -1.611 1.994
C 4.668 -1.805 2.022
C 2.427 -1.798 0.900
C 2.972 -2.101 -0.471
C 2.936 -0.907 -1.459
C 4.300 -0.196 -1.618
C 4.577 0.272 -3.061
C 4.501 0.908 -0.561
C 3.978 2.276 -0.955
O 3.920 3.127 0.227
C 2.746 3.157 0.833
O 2.499 2.779 1.925
O 1.783 3.795 0.036
N 0.704 2.873 -0.190
C -0.159 2.936 0.702
O -1.057 2.879 1.424
H 3.032 -0.329 3.703
H 1.472 -0.964 3.178
H 2.630 -2.003 4.052
H 5.081 -1.607 3.009
H 5.159 -1.185 1.270
H 4.888 -2.842 1.748
H 1.347 -1.727 0.993
H 3.995 -2.467 -0.339
H 2.403 -2.923 -0.918
H 2.666 -1.317 -2.437
H 2.156 -0.200 -1.152
H 5.052 -0.960 -1.403
H 4.282 1.304 -3.260
H 5.627 0.114 -3.314
H 3.999 -0.348 -3.752
H 3.970 0.599 0.349
H 5.550 0.996 -0.271
H 3.008 2.246 -1.460
H 4.671 2.784 -1.627
C -3.518 2.126 -1.021
C -3.520 3.318 -1.955
O -4.804 3.228 -2.551
C -5.626 2.593 -1.676
O -6.810 2.568 -1.761
O -4.910 2.008 -0.696
F -2.574 3.225 -2.916
H -3.180 1.228 -1.536
H -2.930 2.272 -0.120
H -3.425 4.288 -1.463
C -1.942 -1.774 -2.648
C -1.355 -2.930 -1.863
O -0.467 -2.252 -0.977
C -0.958 -1.011 -0.763
O -0.620 -0.289 0.116
O -1.899 -0.708 -1.689
F -0.634 -3.758 -2.652
H -1.306 -1.520 -3.497
H -2.961 -1.943 -2.985
H -2.074 -3.517 -1.294
C -5.007 -4.125 1.705
C -4.502 -5.349 2.438
O -3.874 -6.093 1.402
C -3.479 -5.218 0.447
O -2.733 -5.471 -0.443
O -4.048 -4.012 0.642
F -5.501 -6.089 2.971
H -5.994 -4.312 1.278
H -5.018 -3.212 2.288
H -3.765 -5.143 3.216
C -8.262 4.689 0.094
C -9.116 5.915 -0.142
O -8.842 6.708 0.994
C -7.593 6.379 1.442
O -6.970 7.012 2.223
O -7.177 5.237 0.852
F -10.445 5.627 -0.171
H -8.797 3.955 0.699
H -7.898 4.216 -0.811
H -8.865 6.480 -1.041
C 5.265 -4.925 -5.118
C 4.266 -3.802 -5.308
O 4.456 -3.030 -4.139
C 5.732 -3.227 -3.702
O 6.276 -2.562 -2.889
O 6.280 -4.289 -4.337
F 2.989 -4.244 -5.351
H 4.820 -5.740 -4.545
H 5.683 -5.306 -6.045
H 4.448 -3.174 -6.182
C 9.687 -0.352 0.920
C 8.244 -0.061 1.272
O 7.712 -1.358 1.464
C 8.729 -2.172 1.854
O 8.591 -3.250 2.324
O 9.920 -1.569 1.634
F 7.567 0.540 0.265
H 9.794 -0.529 -0.151
H 10.384 0.415 1.243
H 8.104 0.525 2.182
C -4.053 2.016 2.999
C -5.554 2.140 2.830
O -5.871 0.965 2.097
C -4.921 0.037 2.362
O -4.995 -1.115 2.078
O -3.872 0.598 2.994
F -5.914 3.224 2.111
H -3.520 2.448 2.152
H -3.677 2.445 3.923
H -6.117 2.135 3.765
C 10.220 -5.653 3.821
C 11.495 -6.040 3.102
O 12.375 -6.322 4.173
C 11.625 -6.709 5.245
O 12.056 -7.232 6.215
O 10.322 -6.417 5.028
F 12.005 -5.030 2.359
H 10.215 -4.589 4.056
H 9.313 -5.907 3.282
H 11.411 -6.927 2.471
C -12.915 6.976 -1.668
C -12.975 8.145 -2.629
O -14.279 8.036 -3.159
C -15.061 7.405 -2.233
O -16.242 7.364 -2.263
O -14.283 6.846 -1.275
F -12.070 8.036 -3.632
H -12.594 6.069 -2.182
H -12.283 7.149 -0.803
H -12.860 9.125 -2.162
```

**Gap between HOMO and LUMO**: 8.33 eV
**SMILES**: CC(C)=CCC[C@@H](C)CCOC(=O)ON=C=O.O=C1OC[C@@H](F)O1.O=C1OC[C@@H](F)O1.O=C1OC[C@@H](F)O1.O=C1OC[C@@H](F)O1.O=C1OC[C@@H](F)O1.O=C1OC[C@@H](F)O1.O=C1OC[C@@H](F)O1.O=C1OC[C@@H](F)O1.O=C1OC[C@@H](F)O1
**E_tot**: -130607.535 eV
**2S+1**: 1

# 2
This record from the OMol25 dataset describes a structure of composition C39H46N4O4SSe2SiTc. The level of theory is ωB97M-V/def2-TZVPD.

XYZ file:
```
98
Properties=species:S:1:pos:R:3
Tc 0.355 -0.060 -1.013
C 1.402 -3.392 -2.585
Se -0.050 -2.194 -2.458
C -0.314 -1.899 -4.316
C 0.894 -1.757 -5.163
Se 1.684 -0.005 -5.124
C 0.455 0.624 -6.509
H 1.127 -4.330 -3.105
H 1.782 -3.674 -1.592
H 2.212 -2.908 -3.034
H -1.084 -1.144 -4.522
H -0.801 -2.855 -4.586
H 0.670 -1.936 -6.207
H 1.654 -2.472 -4.868
H -0.532 0.326 -6.177
H 0.678 0.100 -7.496
H 0.565 1.680 -6.646
O 0.727 1.782 0.044
C 0.725 1.759 1.447
C 1.255 0.374 1.892
O 1.309 -0.001 3.032
O 1.723 -0.381 0.903
C 1.700 2.815 1.915
C 2.760 2.571 2.767
C 3.553 3.607 3.211
C 3.390 4.894 2.714
C 2.340 5.129 1.801
C 1.455 4.119 1.506
C -0.735 1.919 1.840
C -1.777 2.256 0.997
C -3.081 2.454 1.458
C -3.302 2.379 2.813
C -2.283 2.084 3.677
C -1.017 1.787 3.185
H 1.347 2.463 -0.234
H 2.949 1.601 3.140
H 4.424 3.383 3.825
H 4.021 5.719 2.881
H 2.096 6.166 1.469
H 0.537 4.354 0.946
H -1.580 2.330 -0.073
H -3.806 2.752 0.696
H -4.252 2.617 3.266
H -2.574 2.053 4.720
H -0.251 1.552 3.924
C -4.586 -3.180 -0.527
N -3.327 -2.501 -0.271
C -2.987 -1.483 0.576
S -1.308 -1.295 0.868
N -3.939 -0.737 1.157
C -5.411 -0.859 1.068
H -4.348 -4.111 -1.005
H -5.272 -2.681 -1.228
H -5.126 -3.416 0.398
H -2.492 -3.029 -0.601
H -3.609 -0.016 1.782
H -5.745 -1.059 0.083
H -5.817 0.132 1.317
H -5.857 -1.548 1.743
C 6.696 0.261 3.078
C 5.567 0.295 3.883
C 4.375 -0.315 3.498
C 4.291 -0.960 2.269
C 5.449 -0.957 1.444
C 6.626 -0.384 1.854
Si 2.782 -1.741 1.472
C 1.822 -3.099 2.351
C 0.832 -3.838 1.664
C 0.192 -4.874 2.302
C 0.462 -5.174 3.604
C 1.467 -4.523 4.278
C 2.139 -3.484 3.644
H 7.596 0.755 3.388
H 5.545 0.910 4.740
H 3.536 -0.258 4.182
H 5.431 -1.352 0.415
H 7.532 -0.347 1.223
H 3.224 -2.010 0.086
H 0.622 -3.590 0.652
H -0.528 -5.407 1.759
H -0.111 -5.945 4.079
H 1.736 -4.773 5.266
H 2.818 -2.873 4.199
N -4.350 3.048 -5.509
C -4.244 3.008 -4.183
O -5.010 3.540 -3.391
C -3.104 2.123 -3.676
C -1.803 2.440 -3.917
C -0.777 1.870 -3.153
N -1.018 0.866 -2.319
C -2.293 0.486 -2.154
C -3.332 1.073 -2.801
H -4.974 3.735 -5.860
H -3.608 2.787 -6.185
H -1.574 3.211 -4.679
H 0.206 2.274 -3.213
H -2.435 -0.344 -1.432
H -4.314 0.709 -2.576
```

**Gap between HOMO and LUMO (spin up / spin down)**: 7.99 / 7.38 eV
**Total charge**: +2
**E_tot**: -206931.070 eV
**⟨S²⟩**: 3.77
**Energy relative to the best compared isomer or geometry (same formula, charge and spin)**: 0.0 kJ/mol
**2S+1**: 4

# 3
This record from the OMol25 dataset describes a structure of composition C39H46P2V. The level of theory is ωB97M-V/def2-TZVPD.

XYZ file:
```
88
Properties=species:S:1:pos:R:3
V -0.559 -2.504 -4.308
C -0.123 -4.183 -5.191
C 0.991 -3.219 -5.273
C 1.145 -2.306 -6.441
C -0.143 -1.530 -6.830
C -1.091 -1.229 -5.694
C -2.206 -2.130 -5.339
C -2.443 -3.411 -6.070
C -1.186 -4.308 -6.248
C -0.584 1.230 -0.215
H 0.076 -5.116 -4.638
H 1.920 -3.542 -4.795
H 1.491 -2.860 -7.326
H 1.947 -1.578 -6.264
H 0.167 -0.567 -7.273
H -0.648 -2.033 -7.669
H -1.270 -0.162 -5.516
H -3.120 -1.658 -4.959
H -2.878 -3.220 -7.068
H -3.226 -4.004 -5.577
H -1.526 -5.359 -6.245
H -0.768 -4.168 -7.259
H -0.708 0.173 0.083
H -1.183 1.869 0.445
H 0.472 1.508 -0.132
P 1.204 -1.290 -1.142
P -1.123 1.470 -1.891
C 0.494 -0.742 -2.852
C -0.173 0.471 -3.045
C 3.038 -1.355 -1.230
C 3.654 -1.619 -2.459
C 5.048 -1.663 -2.555
C 5.843 -1.472 -1.421
C 5.235 -1.234 -0.180
C 3.844 -1.148 -0.082
C 0.845 -3.033 -1.557
C -0.433 -3.330 -2.139
C -0.946 -4.646 -2.023
C -0.123 -5.665 -1.547
C 1.225 -5.412 -1.264
C 1.704 -4.098 -1.211
C -1.030 3.205 -2.362
C 0.222 3.854 -2.332
C 0.307 5.223 -2.592
C -0.845 5.952 -2.915
C -2.076 5.294 -3.014
C -2.171 3.924 -2.751
C -2.835 0.888 -2.052
C -3.564 0.439 -0.944
C -4.840 -0.108 -1.119
C -5.404 -0.200 -2.398
C -4.672 0.230 -3.510
C -3.389 0.751 -3.341
H 1.199 -1.069 -3.681
H -0.067 0.924 -4.045
H 3.045 -1.802 -3.342
H 5.508 -1.851 -3.531
H 6.932 -1.500 -1.506
H 5.856 -1.113 0.708
H 3.374 -0.938 0.879
H -1.148 -2.501 -2.436
H -1.991 -4.812 -2.303
H -0.521 -6.669 -1.413
H 1.917 -6.231 -1.050
H 2.737 -3.907 -0.897
H 1.122 3.279 -2.099
H 1.272 5.728 -2.537
H -0.781 7.028 -3.097
H -2.973 5.850 -3.291
H -3.130 3.411 -2.846
H -3.142 0.506 0.058
H -5.397 -0.470 -0.252
H -6.407 -0.613 -2.532
H -5.098 0.155 -4.514
H -2.806 1.032 -4.223
C 0.654 -0.759 2.440
C 0.270 -2.085 1.758
C 0.066 -3.224 2.762
C -0.927 -1.816 0.927
H -0.207 -0.326 2.967
H 0.990 -0.019 1.700
H 1.463 -0.924 3.167
H 1.071 -2.377 1.055
H -0.795 -3.036 3.410
H -0.081 -4.171 2.240
H 0.959 -3.322 3.389
H -1.154 -2.482 0.086
H -1.753 -1.303 1.423
```

**Gap between HOMO and LUMO (spin up / spin down)**: 6.27 / 6.95 eV
**Total charge**: +2
**E_tot**: -85433.623 eV
**⟨S²⟩**: 0.75
**Energy relative to the best compared isomer or geometry (same formula, charge and spin)**: 0.0 kJ/mol
**2S+1**: 2

Which of these has the lowest 2S+1?
C39H46F9NO31